(1)
ORCA calculation (wB97M-V/def2-TZVPD) on a cluster of 12 separate species, H24O12 in total in a non-equilibrium geometry.

```
36
Properties=species:S:1:pos:R:3
H -0.07741 0.18828 -0.98841
H 0.18238 -0.22213 0.45177
H 4.66119 0.85518 -2.08194
H 3.22446 0.55572 -1.68678
H -2.64792 0.12065 -1.79995
H -3.36851 1.33108 -2.37062
H 0.11293 3.20632 0.76121
H -0.30144 4.50952 1.42455
H -1.53489 0.90562 0.07106
H -2.46240 2.09555 -0.11290
H -4.77670 -0.45540 -2.58815
H -3.74162 -1.33264 -1.90325
H -0.40710 -2.70672 -2.12828
H 0.40255 -1.42784 -2.26600
H 0.58481 -1.44094 1.67555
H 1.76015 -2.37258 1.42922
H 2.82801 -2.97513 -2.03069
H 1.98321 -3.02568 -0.76823
H 1.08591 3.13759 -1.56866
H 1.07307 1.96669 -0.59971
H -2.32788 -2.68967 4.30769
H -1.93085 -2.89602 2.85517
H 1.64194 1.75679 1.78232
H 1.27086 1.84113 3.25379
O 0.46614 0.40530 -0.22261
O 4.05032 0.91012 -1.33843
O -2.82615 1.05148 -1.62452
O -0.28969 3.55591 1.56412
O -2.01315 1.58008 0.56640
O -4.69252 -1.19014 -1.97004
O 0.49285 -2.38742 -2.25913
O 1.22732 -1.99203 2.13651
O 2.89763 -2.97943 -1.06938
O 1.56467 2.33178 -1.34404
O -1.55787 -2.80154 3.73888
O 1.02612 1.40021 2.43240
```

Properties
- DFT total energy: -24957.1600 eV
- E_HOMO: -10.3 eV
- Energy above the lowest of the compared OMol25 structures with the same formula, charge and spin: 4.534 eV
- LUMO level: -0.043 hartree
- Strongest force on any atom: 1.6 eV/Å
- SMILES: O.O.O.O.O.O.O.O.O.O.O.O

Mulliken atomic charge list, values in e, 2 entries: H 0.23; H 0.09


(2)
ORCA calculation (wB97M-V/def2-TZVPD) on a cluster of 12 separate species, H24O12 in total in a non-equilibrium geometry.

```
36
Properties=species:S:1:pos:R:3
O 3.10533 -2.46917 0.65720
H 2.72516 -1.88800 0.13811
H 3.89622 -2.45196 0.75069
O 3.70966 3.61348 -0.19796
H 2.80216 3.82416 -0.06192
H 3.84472 3.32845 -1.16636
O -2.90608 0.72129 2.36457
H -3.69170 0.40219 2.12135
H -2.98229 1.01469 3.22815
O -3.10137 -1.88006 2.07924
H -2.70725 -1.18318 2.19853
H -3.29954 -2.21390 1.16997
O -2.09186 2.50650 -1.08478
H -2.26571 1.73229 -1.46606
H -2.43919 2.68612 -0.19786
O 0.10989 -1.35849 -3.12718
H 0.17697 -0.64778 -2.42057
H 0.09068 -0.81854 -3.89650
O 0.09210 0.82939 -0.85323
H -0.79146 1.10135 -1.06010
H 0.22543 0.31406 -0.16297
O 0.32544 -2.06059 3.95102
H 0.67154 -1.98958 3.01688
H 0.04203 -2.97733 3.89771
O -0.32945 2.51902 -3.34965
H 0.04377 3.27482 -3.68335
H 0.49841 2.29840 -2.87809
O -2.39482 0.27948 -2.64569
H -2.11663 0.74041 -3.44492
H -1.99995 -0.56672 -2.82895
O 3.11864 0.39314 4.05306
H 2.88900 0.43585 3.07606
H 2.73758 -0.68474 4.13518
O 0.59605 -2.52892 -0.59088
H 1.25389 -3.25145 -0.24515
H 0.16261 -3.04468 -1.47555
```

Properties
- DFT total energy: -24954.7081 eV
- E_HOMO: -11.0 eV
- Energy above the lowest of the compared OMol25 structures with the same formula, charge and spin: 6.986 eV
- LUMO level: 0.000 hartree
- Strongest force on any atom: 15.6 eV/Å
- SMILES: O.O.O.O.O.O.O.O.O.O.O.O

Mulliken atomic charge list, values in e, 2 entries: O -0.50; H 0.30


(3)
ORCA calculation (wB97M-V/def2-TZVPD) on a cluster of 12 separate species, H24O12 in total in a non-equilibrium geometry.

```
36
Properties=species:S:1:pos:R:3
O -1.70441 0.80815 3.46110
H -1.16051 0.12378 3.07118
H -2.19004 1.17795 2.72377
O -0.66674 3.03388 -0.84498
H -1.45778 3.48773 -0.55429
H -0.86750 2.74878 -1.73641
O 2.29642 1.92615 -0.33207
H 2.50692 1.22436 -0.94804
H 1.51975 1.61337 0.13181
O 0.76161 -0.64932 -2.70460
H 1.61564 -0.53186 -2.28858
H 0.14649 -0.20846 -2.11851
O 3.02170 -2.51222 0.49729
H 2.15116 -2.55723 0.89272
H 3.62506 -2.62388 1.23194
O -0.44882 -0.11871 -0.29124
H 0.32515 -0.39194 0.20124
H -0.96174 0.39446 0.33310
O 1.76618 -0.18645 1.74431
H 2.19256 0.25399 2.47946
H 1.19532 -0.83721 2.15281
O -2.46999 -2.03578 -2.52061
H -1.82341 -2.15308 -1.82462
H -3.02510 -2.81366 -2.46607
O -0.56207 -1.71210 2.52298
H -0.72382 -2.19214 3.33516
H -0.35274 -2.39044 1.88090
O -3.13277 0.78065 -2.09789
H -2.91197 1.41756 -2.77746
H -2.34828 0.73079 -1.55170
O 3.25290 -0.41508 -1.66980
H 3.00432 -0.98864 -0.94491
H 4.09596 -0.04648 -1.40595
O -2.19128 1.50890 0.92029
H -1.53409 2.04321 0.47437
H -2.94417 2.09095 1.02327
```

Properties
- DFT total energy: -24959.3369 eV
- E_HOMO: -10.2 eV
- Energy above the lowest of the compared OMol25 structures with the same formula, charge and spin: 2.358 eV
- LUMO level: -0.018 hartree
- Strongest force on any atom: 1.0 eV/Å
- SMILES: O.O.O.O.O.O.O.O.O.O.O.O

Mulliken atomic charge list, values in e, 2 entries: O -0.66; H 0.33


(4)
ORCA calculation (wB97M-V/def2-TZVPD) on a cluster of 12 separate species, H24O12 in total in a non-equilibrium geometry.

```
36
Properties=species:S:1:pos:R:3
O -2.60700 -6.62900 -24.48100
H -1.73500 -6.32000 -24.27400
H -3.12300 -6.15300 -23.88400
O -3.46900 -7.59700 -19.39300
H -3.24400 -6.69700 -19.19300
H -3.33000 -8.11900 -18.63500
O -1.08600 -3.89400 -20.99800
H -1.14700 -3.26700 -20.28200
H -1.55400 -4.70100 -20.82900
O -3.10200 -10.02100 -20.41800
H -3.33800 -9.09100 -20.33600
H -3.61000 -10.25900 -21.17900
O -3.63300 -3.27400 -22.70900
H -3.21000 -4.07200 -22.44900
H -2.92000 -2.82400 -23.14300
O -7.85100 -6.25700 -22.69800
H -7.10300 -5.99400 -22.14600
H -8.61100 -5.76500 -22.34000
O -5.83900 -5.82100 -20.95200
H -5.86600 -6.60900 -20.44800
H -6.12200 -5.12700 -20.32300
O -0.56200 -4.71800 -23.91900
H -0.82200 -4.59600 -23.04000
H 0.32800 -4.43100 -23.93900
O -3.23900 -5.83500 -21.80600
H -4.15200 -5.83000 -21.73000
H -2.89500 -6.55300 -21.25500
O -3.20000 -4.82000 -18.68600
H -3.26000 -4.17600 -17.94400
H -3.16400 -4.32700 -19.52300
O -0.92500 -7.21100 -20.92800
H -1.05600 -7.50300 -20.04400
H -0.85900 -8.05700 -21.43000
O -5.47700 -6.20500 -24.22800
H -5.72700 -6.71700 -23.47100
H -5.18400 -6.78600 -24.95000
```

Properties
- DFT total energy: -24959.7197 eV
- E_HOMO: -10.0 eV
- Energy above the lowest of the compared OMol25 structures with the same formula, charge and spin: 1.975 eV
- LUMO level: -0.014 hartree
- Strongest force on any atom: 3.2 eV/Å
- SMILES: O.O.O.O.O.O.O.O.O.O.O.O

Mulliken atomic charge list, values in e, 2 entries: O -0.66; H 0.33